# 1
44
Properties=species:S:1:pos:R:3:forces:R:3 method="wB97M-V/def2-TZVPD" spin_multiplicity=1 smiles=CN[C@H](CO)C(C)C.O.O.O.O.O.O.O lumo_ev=0.277 total_charge=0 e_above_lowest_ev=5.4421
C -1.2852 1.8296 -0.6145 2.8613 0.0479 0.6420
N -0.0709 1.6976 0.3660 -1.3904 -1.1495 -3.3603
C 0.0054 0.4036 0.9620 0.7899 0.3411 0.9926
C 0.6632 0.5470 2.4391 2.1418 -4.1791 -1.0300
O 0.2801 1.7038 3.0514 -1.5798 1.2220 -0.6122
C 0.7416 -0.6154 0.1003 0.4595 -1.0261 1.3864
C 2.2909 -0.6199 0.2091 -0.6630 1.0951 -1.6684
C 0.1684 -1.9996 0.4711 3.5616 -1.0762 -0.7857
H -0.9696 1.3242 -1.5338 0.0402 0.0583 0.3402
H -1.3351 2.8710 -0.8777 -0.4015 0.4575 0.0795
H -2.2424 1.4050 -0.3281 -0.0340 0.0317 0.7056
H -0.0532 2.2882 1.1265 -1.0291 2.3862 1.3424
H -1.0085 0.0066 1.0865 0.0054 0.1947 0.1138
H 1.8337 0.4525 2.4052 -1.9917 0.4985 -0.3016
H 0.3919 -0.4707 2.9135 -0.0576 1.7179 -0.0030
H 0.4715 1.8948 3.9651 0.4748 -0.6553 0.3400
H 0.5852 -0.5365 -0.9976 -1.2024 0.4671 1.5048
H 2.7225 0.3963 0.1516 -0.4194 -0.7505 0.7352
H 2.6838 -1.1451 1.0403 0.3214 -0.5105 0.7563
H 2.6033 -1.0739 -0.7365 0.5380 -0.4278 0.3814
H -0.0195 -2.4181 -0.4953 -0.4137 -1.2879 -0.0518
H -0.5881 -2.1641 1.1338 -3.1917 0.8946 1.1154
H 0.8200 -2.6592 1.1151 0.6724 0.5389 -1.3748
O 2.3445 3.1553 1.8975 -0.2231 -0.1810 -0.1568
H 1.5554 2.5736 1.8900 0.8632 0.9104 -0.0224
H 2.3753 3.6376 1.0582 -0.1287 -0.3551 0.2105
O -2.6239 -1.3729 2.5970 2.7342 2.4009 1.2329
H -3.0844 -1.8536 1.9689 -1.5039 -1.4746 -2.1465
H -1.9588 -0.8707 2.0388 -1.4338 -0.9881 1.1728
O 1.3174 0.3670 -2.8339 -0.8237 -5.1970 -0.6515
H 1.4316 -0.1574 -1.9952 0.2824 1.8392 -1.7303
H 1.3546 1.2626 -2.7226 0.6743 3.3587 1.0760
O -2.1309 -0.6216 -2.5493 3.8490 1.6265 -2.2258
H -1.4689 0.0968 -2.9044 -1.9809 -2.0602 0.8977
H -2.8852 -0.1804 -2.2319 -1.6158 1.0004 0.5222
O -2.8872 -1.6777 -0.3511 -3.2127 -0.6089 2.7722
H -2.1693 -1.2775 -0.7492 2.2513 0.4266 -1.6880
H -3.1167 -2.5203 -0.7389 0.6129 -0.0864 -0.5211
O 2.7248 2.0898 -1.3317 1.4337 2.1340 -2.2649
H 3.2219 1.4964 -0.8344 2.2050 -1.2834 0.7748
H 1.9317 1.9705 -0.8985 -3.5203 0.1971 1.5601
O -1.8381 -3.2354 -2.4401 3.2868 -2.2800 -1.6230
H -0.9878 -3.5855 -2.9213 -2.3221 -0.0106 1.7160
H -1.7949 -2.4145 -2.9011 -0.9195 1.7432 -0.1527

***

# 2
20
Properties=species:S:1:pos:R:3:forces:R:3 method="wB97M-V/def2-TZVPD" spin_multiplicity=1 smiles="[NH3+][C@@H]1SC=C[C@H]1[C@@H]([NH3+])I" lumo_ev=-7.170 total_charge=+2 e_above_lowest_ev=0.0000
N 1.7353 -0.6847 -2.0729 0.7889 0.9186 -0.2831
C 0.6839 0.2344 -1.4508 -1.0033 1.1166 3.0996
S 1.6403 1.8196 -0.8485 -0.8327 -1.6009 -2.8261
C 1.3806 1.4609 0.7554 0.5397 1.3206 2.5206
C 0.6334 0.4519 1.1713 0.8066 0.4730 -2.5590
C -0.0890 -0.3221 0.1573 2.0149 -1.9747 -2.8608
C -1.5867 -0.0614 0.2154 -0.8841 -0.1964 -0.0677
N -2.0496 -0.6909 1.5721 1.0347 0.1849 0.0016
I -2.1243 2.1024 0.2412 0.0818 -1.5945 -0.2101
H 2.3194 -0.1007 -2.7946 -1.1112 -1.3820 1.5587
H 1.4353 -1.5652 -2.5215 -0.3987 0.4759 -0.0725
H 2.3594 -0.9897 -1.2997 0.0081 0.4239 -0.5756
H -0.1415 0.5349 -2.1196 0.7628 -0.5061 -0.1034
H 1.8121 2.2735 1.3987 -0.3933 -1.1558 -0.2327
H 0.3805 0.3106 2.1381 -0.2895 -0.3663 3.1799
H 0.0791 -1.5233 0.2384 -0.3030 2.5899 -0.3025
H -2.0963 -0.6970 -0.5572 0.0481 1.1077 0.6103
H -1.6768 -1.6494 1.6201 -0.5115 -0.0254 -0.0225
H -1.6457 -0.2252 2.3966 0.0619 0.2920 -0.3609
H -3.0493 -0.6787 1.7600 -0.4200 -0.1010 -0.4937

***

# 3
35
Properties=species:S:1:pos:R:3:forces:R:3 method="wB97M-V/def2-TZVPD" spin_multiplicity=1 lumo_ev=-2.501 total_charge=+1 e_above_lowest_ev=2.6867
C -0.3687 -2.8186 -0.5091 0.0822 0.4120 0.0935
C -0.6684 -1.2400 -0.7568 1.7325 -2.1981 -0.7956
N -0.2722 -0.4893 0.4409 -2.0579 2.5235 2.0571
C 1.0644 -0.8034 1.0231 -0.1144 -2.3258 1.6561
C 1.2052 -0.2541 2.4791 2.0202 -0.5819 0.1973
H -1.0036 -3.3150 -1.2567 1.1266 -0.1235 -0.4545
H -0.7142 -3.4041 0.3926 -0.0865 1.6754 -0.1838
H 0.7585 -3.0091 -0.4710 -1.7477 -0.0068 -1.1534
H -0.0915 -0.8666 -1.6722 -0.3881 -0.7431 1.6843
H -1.6921 -1.0773 -1.0407 -0.5453 0.1499 0.6034
H -0.9765 -0.6276 1.2084 0.4713 -0.7245 -1.0676
H -0.4447 0.6001 0.2893 1.4254 -2.4272 -0.3939
H 1.7730 -0.3417 0.4308 1.4970 0.5560 -1.5670
H 1.2148 -1.9875 1.0049 -0.4114 2.9727 0.1025
H 1.5447 -1.1086 3.1993 -0.6353 1.8714 -1.2341
H 1.8495 0.7068 2.6195 -0.7362 -1.9957 -0.5663
H 0.2438 0.0827 2.7177 -1.5920 0.2925 1.1072
H 1.2632 1.3237 -1.3826 -0.1532 0.5132 -0.0980
H 0.0615 2.3822 -1.0189 0.0037 2.0954 0.0746
O 0.3571 1.5051 -1.0851 0.3476 -2.6432 -0.3719
H 1.2389 -1.1296 -3.8994 0.6433 -1.1554 1.6405
H 1.7673 -2.5763 -3.5021 -0.5744 2.1052 0.9349
O 1.5338 -1.6706 -3.0953 0.0463 -0.9451 -2.6866
H 3.4308 -0.0329 -2.1562 0.4601 -1.4139 -1.1923
H 3.5724 1.2071 -1.3948 0.8748 1.1674 0.4823
O 2.9486 0.5357 -1.5956 -1.3335 0.3500 0.7803
H -0.1842 4.4789 -0.3718 -1.4324 -2.0007 1.3770
H -1.4180 3.6985 0.2642 -4.5807 0.8282 0.6614
O -0.5489 3.6307 0.0759 5.7359 1.7197 -1.9070
H -3.0658 2.3758 2.3553 0.2935 -0.1379 -0.0337
H -1.5182 2.5112 2.2647 -0.9303 -0.7224 -0.1239
O -2.2724 1.9064 2.0538 0.7290 0.7985 0.1608
H -3.0227 -0.6255 2.0148 0.7292 -0.9655 -0.5967
H -3.6480 -1.4539 1.0344 -3.7121 -0.9806 -2.0695
O -2.8219 -1.3685 1.3797 2.8130 2.0604 2.8824